No. 1
Computed, not measured: a structure of composition C38H65Cl6F8InN8O11S2 at a distorted geometry, with wB97M-V/def2-TZVPD.

```
139
Properties=species:S:1:pos:R:3:mulliken_spin:R:1
In 13.34685 10.48111 -25.56236 0.059
C 13.93787 13.45216 -29.73020 -0.001
F 14.11589 13.48227 -31.08574 0.000
F 15.15713 13.51058 -29.15692 -0.001
F 13.28759 14.57889 -29.38799 0.000
S 13.03085 11.83208 -29.35367 0.011
O 11.93683 12.30156 -28.45030 -0.005
O 12.59269 11.24610 -30.60787 -0.001
N 14.05297 10.76628 -28.39559 0.019
S 15.10429 10.25710 -29.50455 -0.001
O 15.13243 10.95120 -30.82285 0.004
O 16.42346 10.15940 -28.95428 0.000
C 14.68125 8.36344 -29.82428 -0.001
F 15.71157 8.03541 -30.60931 0.000
F 14.70025 7.62696 -28.76416 -0.002
F 13.54530 8.21010 -30.54964 0.000
C 12.92870 5.54260 -27.11004 0.001
C 13.60081 6.53982 -26.25891 0.003
O 13.13470 7.65915 -26.19329 0.024
N 14.61812 6.28137 -25.44768 0.001
C 15.39906 5.04740 -25.28160 0.000
H 11.83927 5.56441 -27.13758 0.000
H 13.11469 4.53995 -26.72509 0.000
H 13.26542 5.61152 -28.14444 0.000
H 14.88510 7.15465 -25.01618 -0.001
H 16.21115 5.14484 -24.56111 0.000
H 15.76694 4.74690 -26.26264 0.000
H 14.75689 4.22712 -24.96087 0.000
C 17.44280 7.51499 -27.20660 0.001
C 17.17256 8.56818 -26.10311 0.006
O 15.95539 9.03586 -26.00972 0.025
N 18.04920 8.88663 -25.22147 0.000
C 19.47070 8.42997 -25.13879 0.000
H 17.92550 7.94940 -28.08204 0.000
H 16.56423 6.94379 -27.50654 0.000
H 18.16497 6.83149 -26.76007 0.000
H 17.74523 9.44942 -24.43982 0.000
H 20.04949 8.73871 -24.26829 0.000
H 19.99963 8.61654 -26.07342 0.000
H 19.45525 7.34436 -25.04228 0.000
C 17.93170 13.65483 -36.25688 0.000
C 17.63239 13.66161 -34.69980 0.000
O 18.16136 12.75319 -34.03250 0.000
N 16.79230 14.52049 -34.12057 0.000
C 16.68794 14.69770 -32.67175 0.000
H 17.52235 12.78257 -36.76645 0.000
H 19.01044 13.75721 -36.37497 0.000
H 17.59152 14.57480 -36.73231 0.000
H 16.53291 15.32416 -34.67457 0.000
H 16.64846 13.74144 -32.15013 0.000
H 15.76805 15.23958 -32.45202 0.000
H 17.54659 15.14484 -32.17084 0.000
C 14.17583 15.81278 -25.74034 0.008
C 14.63954 14.41241 -25.97764 -0.004
O 13.89922 13.43296 -25.98499 0.093
N 15.93981 14.29115 -26.28647 0.003
C 16.79181 13.14299 -26.56879 0.002
H 13.71307 16.32093 -26.58635 0.000
H 15.10817 16.30463 -25.46296 0.000
H 13.54089 15.85693 -24.85547 0.000
H 16.38362 15.18430 -26.44592 0.000
H 17.63914 12.93125 -25.91664 0.000
H 17.13906 13.08701 -27.60048 0.000
H 16.15026 12.26236 -26.60049 -0.001
C 11.03105 7.96852 -29.33022 0.003
C 10.49115 8.45356 -27.93562 0.001
O 11.01757 9.45416 -27.43236 0.024
N 9.42990 7.75102 -27.51394 0.002
C 8.61631 8.22809 -26.40990 0.000
H 11.56178 7.01732 -29.28953 0.001
H 11.62397 8.72041 -29.85098 -0.001
H 10.24217 7.85613 -30.07394 0.000
H 9.06607 6.94301 -27.99855 0.000
H 8.31702 7.35273 -25.83348 0.000
H 7.75649 8.75716 -26.82087 0.000
H 9.22250 8.94444 -25.85541 0.001
C 10.48785 14.74018 -25.79502 0.068
C 10.19268 13.27841 -26.06721 -0.035
O 10.96495 12.43813 -25.72690 0.625
N 8.98976 12.93897 -26.62518 0.049
C 8.26851 11.71232 -26.82175 0.017
H 11.34198 14.85961 -25.12848 -0.001
H 9.61444 15.35837 -25.58741 0.005
H 10.99868 15.19478 -26.64384 0.001
H 8.48136 13.74566 -26.95820 0.001
H 7.72699 11.86445 -27.75541 0.003
H 7.51465 11.62679 -26.03914 0.000
H 9.06520 10.97938 -26.94895 -0.006
C 15.02080 5.59041 -35.25722 0.000
C 16.28322 6.34147 -34.67871 0.000
O 17.37865 5.84151 -34.88667 0.000
N 16.16173 7.51525 -34.03251 0.000
C 17.35959 8.17251 -33.48486 0.000
H 14.16390 6.23677 -35.06735 0.000
H 14.95139 4.65886 -34.69553 0.000
H 15.11328 5.29702 -36.30290 0.000
H 15.29029 8.01415 -34.14107 0.000
H 17.66318 8.92396 -34.21373 0.000
H 18.23589 7.52519 -33.45089 0.000
H 17.23482 8.79107 -32.59608 0.000
C 19.60441 9.14391 -30.45242 0.000
Cl 20.03542 10.45214 -31.57461 0.000
Cl 20.15152 9.45027 -28.74328 0.000
H 18.51920 9.16265 -30.55270 0.000
H 20.02288 8.21288 -30.83478 0.000
C 9.52770 11.32255 -30.48068 0.000
Cl 8.99801 12.94777 -30.06753 0.000
Cl 8.13497 10.21237 -30.31466 0.000
H 9.79883 11.28074 -31.53560 0.000
H 10.28345 10.92236 -29.80481 -0.001
C 14.13191 12.10995 -33.60542 0.000
Cl 13.16192 13.16440 -34.68369 0.000
Cl 14.62682 10.59642 -34.38802 0.000
H 15.01183 12.60425 -33.19372 0.000
H 13.49938 11.80412 -32.77207 0.000
F 15.75691 17.45565 -31.63382 0.000
C 14.87376 18.16157 -30.99160 0.000
C 14.49633 19.34850 -31.53813 0.000
C 13.38550 19.96810 -31.09205 0.000
C 12.73811 19.58205 -29.91405 0.000
C 13.19890 18.47223 -29.29236 0.000
C 14.21119 17.68169 -29.87926 0.000
H 14.91745 19.75213 -32.44705 0.000
H 12.96903 20.79792 -31.64374 0.000
H 11.96507 20.20391 -29.48730 0.000
H 12.65419 18.16001 -28.41361 0.000
H 14.51839 16.76555 -29.39685 0.000
F 15.87029 2.90233 -28.81529 0.000
C 15.04074 3.49800 -29.58622 0.000
C 13.70936 3.26979 -29.38020 0.000
C 12.76074 3.92200 -30.16851 0.000
C 13.14467 4.82182 -31.12742 0.000
C 14.51882 4.95842 -31.39912 0.000
C 15.49628 4.24250 -30.62493 0.000
H 13.37614 2.67599 -28.54188 0.000
H 11.69440 3.78329 -30.06810 0.000
H 12.39692 5.38753 -31.66339 0.000
H 14.81091 5.77706 -32.04014 0.000
H 16.56036 4.37349 -30.75520 0.000
```

The charge is +1. The LUMO energy (spin up / spin down) is -2.222 / -7.854 eV. Its gap between HOMO and LUMO (spin up / spin down) is 8.09 / 2.46 eV. Its expectation value of S² is 0.757. The spin multiplicity is 2.

No. 2
Computed, not measured: a structure of composition CH3IN2O2 at a distorted geometry, with wB97M-V/def2-TZVPD.

```
9
Properties=species:S:1:pos:R:3:lowdin_charge:R:1
C -0.23686 -0.48858 -0.17834 -0.688
N 0.88792 1.23880 0.90627 0.068
N 0.05080 0.77613 -0.13937 0.003
O 0.04096 -1.38308 0.57393 0.030
O -1.21885 -0.75134 -1.21657 -0.771
I -1.59149 -2.51363 -1.72011 1.032
H 0.48004 1.08342 1.72823 0.020
H 1.73011 0.54399 0.87880 0.143
H -0.14264 1.49428 -0.83284 0.163
```

The LUMO energy is -0.153 eV. Its gap between HOMO and LUMO is 9.15 eV. As for the energy relative to the best compared isomer or geometry (same formula, charge and spin): 0.761 eV. The spin multiplicity is 1.

No. 3
Computed, not measured: an isolated molecule of C6H10FN at a distorted geometry, with wB97M-V/def2-TZVPD.

```
18
Properties=species:S:1:pos:R:3:lowdin_charge:R:1
F -2.93002 -0.10374 -0.45321 0.017
C -1.63491 0.02401 -0.02901 -0.268
C -1.08031 -1.17660 0.01544 -0.102
C 0.24030 -1.57953 0.38047 -0.171
C 1.26246 -0.73186 -0.59162 -0.188
C 1.32999 0.63110 -0.04288 -0.276
N 0.20762 1.57800 -0.39378 -0.072
C -1.01735 1.31156 0.34849 -0.193
H -1.86440 -1.89666 -0.18576 0.124
H 0.31238 -2.61137 -0.04920 0.116
H 0.64310 -1.42678 1.38829 0.111
H 2.35240 -1.29835 -0.78536 0.161
H 0.85125 -0.63704 -1.61449 0.109
H 1.42263 0.66309 1.11682 0.135
H 2.17018 1.19346 -0.38499 0.093
H 0.45187 2.59789 -0.21816 0.133
H -1.78522 2.06246 0.01982 0.133
H -0.93195 1.40036 1.47914 0.139
```

The LUMO energy is 0.952 eV. Its gap between HOMO and LUMO is 9.85 eV. As for the SMILES: FC1=CCCCNC1. As for the energy relative to the best compared isomer or geometry (same formula, charge and spin): 1.620 eV. The spin multiplicity is 1.

No. 4
Computed, not measured: a cluster of 5 separate species, C3H17NO4 in total at a distorted geometry, with wB97M-V/def2-TZVPD.

```
25
Properties=species:S:1:pos:R:3:lowdin_charge:R:1
C -1.51175 -1.68038 -1.62192 -0.088
N -0.93555 -1.01838 -0.41105 -0.306
C -1.57573 -1.63965 0.81803 -0.105
C 0.49912 -1.13864 -0.27801 -0.131
H -1.07567 -2.51826 -2.12007 0.074
H -1.61332 -0.82818 -2.26964 0.030
H -2.43734 -2.08468 -1.14621 0.067
H -2.65857 -1.90297 0.46880 0.084
H -0.96311 -2.44545 1.22756 0.069
H -1.70478 -0.66445 1.54811 0.120
H 0.83611 -0.33881 -1.06266 0.106
H 0.94988 -2.04425 -0.62697 0.073
H 1.02521 -0.75720 0.49585 0.026
O 1.61744 -0.45186 3.62707 -0.110
H 1.88613 0.50063 3.37464 0.017
H 0.72781 -0.40408 3.25619 0.004
O 2.59521 1.93554 2.59989 -0.057
H 1.91656 2.44507 2.06977 0.085
H 3.38017 2.30627 2.20485 0.050
O -0.50102 0.93347 -3.19107 -0.036
H 0.01716 0.26607 -3.46255 -0.042
H -1.43337 0.54986 -3.26473 0.070
O 0.74991 3.78981 -0.70807 -0.075
H 0.00108 4.21986 -1.06826 0.002
H 0.20843 2.97064 -0.45956 0.072
```

The LUMO energy is 0.387 eV. Its gap between HOMO and LUMO is 9.21 eV. As for the SMILES: CN(C)C.O.O.O.O. As for the energy relative to the best compared isomer or geometry (same formula, charge and spin): 3.301 eV. The spin multiplicity is 1.

No. 5
Computed, not measured: a cluster of 2 separate species, C2H6O4P in total at a distorted geometry, with wB97M-V/def2-TZVPD.

```
13
Properties=species:S:1:pos:R:3:lowdin_charge:R:1
C -0.68398 -0.95903 0.56774 -0.193
C 0.16168 -0.78293 1.74649 -0.052
O 0.15738 -0.62679 -0.47361 -0.291
O 1.23980 -0.14983 1.65999 -0.034
O -1.67897 1.58479 -1.04593 0.005
O 2.32560 0.59899 -1.09074 -0.145
P 1.17814 0.71218 -0.12212 1.102
H -1.04754 -1.94196 0.37814 0.158
H -1.41430 -0.16625 0.66227 0.142
H -1.82671 2.09265 -1.67381 -0.098
H 0.11311 -1.29989 2.67166 0.158
H -1.26423 0.67657 -1.37245 0.097
H 2.74003 0.26149 -1.90764 0.151
```

The charge is +1. The LUMO energy is -5.254 eV. Its gap between HOMO and LUMO is 9.79 eV. As for the energy relative to the best compared isomer or geometry (same formula, charge and spin): 2.339 eV. The spin multiplicity is 1.

No. 6
Computed, not measured: an isolated molecule of C20H30ClN3O3, with wB97M-V/def2-TZVPD.

```
57
Properties=species:S:1:pos:R:3:lowdin_charge:R:1
C -0.43916 2.93466 -2.98531 -0.100
C 0.15596 2.17928 -1.80301 -0.225
C -0.87056 1.37144 -1.00481 -0.343
C -1.82431 2.28544 -0.23951 -0.058
C -0.15686 0.40141 -0.05408 -0.282
C -1.11941 -0.37340 0.86027 -0.047
C -0.39007 -1.51791 1.54091 -0.472
O -0.50382 -2.67121 1.15268 0.057
N 0.43037 -1.14587 2.55017 0.155
C 1.31523 -2.04596 3.30609 -0.411
C 0.48975 -3.05033 4.10199 -0.194
O -0.45274 -2.45561 4.98297 -0.042
C 2.32991 -2.75744 2.37964 -0.077
C 3.64229 -1.95188 2.45552 -0.125
C 3.30539 -0.67351 3.23191 -0.372
C 4.49488 -0.03679 3.92901 -0.065
C 2.20511 -1.15279 4.18045 -0.093
N 0.65636 -0.55887 -0.78704 0.121
C 2.00055 -0.64388 -0.63344 -0.443
O 2.66612 0.20658 -0.06485 0.064
C 2.64349 -1.86084 -1.22908 -0.118
C 3.94737 -1.75394 -1.69995 -0.077
N 4.62201 -2.77305 -2.22026 0.084
C 4.01896 -3.95537 -2.27399 -0.160
C 2.72626 -4.15715 -1.81252 -0.640
Cl 2.02278 -5.73667 -1.89032 0.685
C 2.01472 -3.09829 -1.28104 -0.047
H 0.34073 3.44599 -3.54989 0.072
H -0.94740 2.25002 -3.66805 0.077
H -1.16144 3.68951 -2.67277 0.063
H 0.93295 1.50508 -2.16826 0.104
H 0.65486 2.87795 -1.12305 0.122
H -1.45651 0.76448 -1.70896 0.147
H -1.28889 2.81815 0.55213 0.093
H -2.26244 3.03198 -0.90031 0.071
H -2.64773 1.73629 0.21661 0.074
H 0.55010 0.97357 0.55273 0.148
H -1.56135 0.29742 1.59765 0.121
H -1.92701 -0.81492 0.27367 0.134
H 0.50898 -0.15963 2.73734 0.143
H -0.05327 -3.70041 3.41553 0.122
H 1.18954 -3.66340 4.68053 0.125
H -0.28815 -1.50981 5.02928 0.070
H 2.47360 -3.78645 2.71451 0.124
H 1.92557 -2.81845 1.37363 0.086
H 4.40035 -2.51485 3.00763 0.117
H 4.05433 -1.72866 1.47095 0.104
H 2.88131 0.04862 2.52615 0.123
H 4.94494 -0.73705 4.63776 0.080
H 5.26142 0.24989 3.20765 0.081
H 4.20456 0.85978 4.48014 0.077
H 1.66048 -0.33616 4.66630 0.125
H 2.64588 -1.76657 4.97236 0.138
H 0.17794 -1.33171 -1.22192 0.144
H 4.45465 -0.79852 -1.64501 0.124
H 4.58057 -4.78223 -2.69240 0.108
H 1.02123 -3.25789 -0.87565 0.107
```

The LUMO energy is 0.294 eV. Its gap between HOMO and LUMO is 9.94 eV. As for the SMILES: CC[C@H](C)[C@@H](CC(=O)N[C@@]1(CO)CC[C@H](C)C1)NC(=O)c1cncc(Cl)c1. As for the energy relative to the best compared isomer or geometry (same formula, charge and spin): 0.099 eV. The spin multiplicity is 1.